Record 1
Molecular formula: C3H9N2O
Method: DFT, ωB97M-V/def2-TZVPD

Values from the calculation:
Maximum force ... 0.020 Eh/bohr
Energy ... -8277.3559 eV
Frontier orbital gap ... 0.318 hartree
Multiplicity ... 1
Relative energy (zero: lowest compared OMol25 entry of this formula, charge and spin) ... 165.8 kJ/mol
Charge ... +1

Last column: Löwdin charge in e.
Geometry (Å):
C -0.01771 -0.57302 2.22625  0.1319
N 0.68621 -1.15565 1.34563  0.1787
H -1.06242 -0.34260 2.05326  0.1151
H 0.39915 -0.24373 3.17513  0.1261
H 1.57170 -1.56625 1.62868  0.1543
H 0.48471 -1.12538 0.27849  0.1020
C -0.70163 1.41783 -0.59507  -0.0032
C 0.21931 0.63081 -1.49325  -0.5326
N 0.15072 -0.81200 -1.39776  0.0876
O 0.93132 1.14369 -2.30366  0.1314
H -1.54170 0.80465 -0.27500  0.0766
H -1.02951 2.31257 -1.11781  0.1003
H -0.11807 1.77910 0.25399  0.0889
H -0.78198 -1.10171 -1.68868  0.1213
H 0.80989 -1.16830 -2.09021  0.1215

Atomic forces in eV per Å
C -0.2 0.3 0.2
N 0.2 0.0 -0.2
H 0.1 0.4 -0.5
H 0.0 -0.7 0.2
H 0.3 0.5 -0.1
H -0.5 -0.6 0.3
C 0.3 -0.2 0.0
C -0.5 0.3 -0.9
N 0.1 0.4 0.1
O 0.4 0.0 0.3
H -0.1 0.2 0.2
H -0.1 -0.1 -0.1
H -0.1 -0.1 0.2
H 0.0 -0.2 0.3
H -0.1 -0.1 0.1

***

Record 2
Molecular formula: C38H76O46S7
Method: DFT, ωB97M-V/def2-TZVPD

Values from the calculation:
Maximum force ... 0.052 Eh/bohr
Energy ... -210662.5079 eV
Frontier orbital gap ... 0.377 hartree
Multiplicity ... 1
Relative energy (zero: lowest compared OMol25 entry of this formula, charge and spin) ... 75.6 kJ/mol

Last column: Löwdin charge in e.
Geometry (Å):
C 1.29897 3.45382 7.68353  -0.0639
C 1.07535 3.67422 6.20846  -0.2141
O -0.10589 2.94496 5.83012  0.0119
C -0.47596 2.94961 4.53625  -0.6191
O -0.02353 3.65246 3.68497  0.1373
O -1.45321 2.06289 4.46651  0.0317
C -1.94455 1.73971 3.17941  -0.0439
H 2.26676 3.87113 7.96643  0.0815
H 1.27721 2.37473 7.83803  0.0512
H 0.59420 3.94480 8.35317  0.0805
H 1.93550 3.34036 5.62925  0.1159
H 0.82656 4.71027 5.96870  0.1262
H -2.70740 0.95997 3.09981  0.0820
H -1.23282 1.46966 2.40137  0.0846
H -2.59956 2.56715 2.88758  0.0885
C -0.94288 -1.94602 3.13206  -0.0198
C 0.30372 -1.15519 2.81107  -0.1777
O 0.12171 -0.17951 1.79024  -0.0174
C 0.19755 -0.51487 0.51645  -0.5884
O 0.51082 -1.57250 0.03491  0.1393
O -0.17971 0.58332 -0.14217  0.0016
C -0.26313 0.57918 -1.55749  -0.0093
H -1.27833 -2.65626 2.37779  0.0760
H -1.82563 -1.34705 3.37732  0.0777
H -0.73403 -2.48477 4.05895  0.0684
H 1.03196 -1.91475 2.50740  0.1224
H 0.75441 -0.56849 3.60964  0.1049
H 0.74719 0.62326 -1.96839  0.0774
H -0.75948 1.47772 -1.91158  0.0732
H -0.77091 -0.33943 -1.85293  0.0897
C -3.35255 2.54738 -2.74467  -0.0426
C -3.77577 3.76168 -1.90941  -0.1942
O -4.96598 3.49104 -1.17659  0.0404
C -4.85482 3.06782 0.09204  -0.5881
O -3.88177 2.59550 0.61347  0.1239
O -6.06144 3.26020 0.63306  0.0001
C -6.15738 3.05091 2.04899  -0.0244
H -2.35539 2.74880 -3.14635  0.0625
H -4.04988 2.42964 -3.57167  0.0859
H -3.19529 1.60209 -2.22557  0.0593
H -4.05470 4.56907 -2.58680  0.1249
H -2.92488 4.16568 -1.35950  0.1111
H -7.21369 3.14013 2.29730  0.0930
H -5.66304 3.83467 2.62006  0.1000
H -5.83602 2.02329 2.21113  0.0938
C 3.87188 0.22942 -7.12421  -0.0555
C 4.44882 -0.63088 -6.03493  -0.2364
O 3.52660 -1.18068 -5.12418  0.0087
C 2.90556 -2.34617 -5.40181  -0.5961
O 2.90911 -2.82840 -6.50740  0.1248
O 2.14744 -2.74017 -4.41241  0.0322
C 2.10399 -2.10093 -3.14857  -0.0273
H 3.41751 1.10840 -6.65421  0.0689
H 3.16254 -0.32146 -7.73874  0.0777
H 4.65733 0.65266 -7.75022  0.0841
H 5.13897 -0.08508 -5.38587  0.1179
H 5.08517 -1.38752 -6.50743  0.1296
H 3.05682 -2.17218 -2.61913  0.1026
H 1.42863 -2.66940 -2.51097  0.0828
H 1.74517 -1.08256 -3.25951  0.0685
C -3.63142 -0.87135 0.67078  -0.0366
C -4.69803 -0.69872 -0.42605  -0.1831
O -4.65184 -1.91312 -1.16008  0.0300
C -5.38774 -2.05471 -2.26758  -0.6150
O -6.16658 -1.23591 -2.68089  0.1419
O -5.05517 -3.19106 -2.82383  -0.0076
C -5.41574 -3.46879 -4.18372  -0.0171
H -2.71370 -1.35603 0.34682  0.0535
H -4.04390 -1.48902 1.47403  0.0895
H -3.47871 0.08290 1.17664  0.0518
H -4.46011 0.15963 -1.05093  0.1050
H -5.62336 -0.50837 0.11740  0.1307
H -5.27808 -2.61638 -4.84733  0.0899
H -6.46899 -3.72870 -4.27957  0.0966
H -4.78576 -4.29289 -4.50054  0.0946
C -0.34146 7.30156 -5.72334  -0.0600
C -1.57950 6.86167 -4.94184  -0.2317
O -1.36584 5.66660 -4.23153  0.0421
C -0.70194 5.74018 -3.07829  -0.5969
O -0.12108 6.69359 -2.63852  0.1490
O -0.58419 4.49672 -2.62495  -0.0196
C -0.00706 4.28653 -1.34794  -0.0416
H 0.33720 6.49689 -5.99842  0.0814
H 0.19966 7.95368 -5.03242  0.0708
H -0.52971 7.95785 -6.57273  0.0755
H -2.47960 6.76669 -5.55351  0.1202
H -1.89665 7.73096 -4.35576  0.1250
H -0.12207 3.26433 -0.99979  0.0769
H -0.39804 4.93911 -0.56602  0.1048
H 1.06856 4.47303 -1.29350  0.0913
C 5.45959 2.90003 -3.59558  -0.1646
C 5.02110 3.14770 -2.15876  -0.1667
O 3.61884 3.37399 -2.25698  -0.1938
S 2.94786 2.36284 -3.34293  0.6713
O 1.74585 2.89190 -3.91509  -0.2010
O 2.96988 1.00784 -2.89019  -0.2260
O 4.26866 2.61465 -4.30092  -0.2213
H 6.15218 2.07374 -3.76103  0.1301
H 5.86454 3.77843 -4.10085  0.1330
H 5.48260 4.05560 -1.77055  0.1353
H 5.36879 2.40311 -1.44282  0.1246
C 3.77221 -1.94238 5.38815  -0.1659
C 4.19185 -1.71198 6.84662  -0.1589
O 2.98723 -1.37251 7.52308  -0.1848
S 1.83806 -0.80965 6.49335  0.6646
O 1.42598 0.54753 6.69177  -0.2145
O 0.79934 -1.79344 6.40800  -0.2280
O 2.81407 -0.92846 5.23851  -0.2051
H 3.31182 -2.93005 5.33766  0.1347
H 4.63203 -1.83646 4.73686  0.1274
H 4.92271 -0.90574 6.95698  0.1313
H 4.63435 -2.58256 7.32968  0.1378
C -0.52252 -1.48542 -6.89564  -0.1598
C -0.42039 -0.11875 -6.21363  -0.1362
O -0.53031 -0.41483 -4.81633  -0.2168
S -1.61558 -1.60922 -4.58628  0.6659
O -2.93023 -1.02475 -4.55611  -0.2149
O -1.20616 -2.40725 -3.47783  -0.2131
O -1.25524 -2.31073 -6.01482  -0.1724
H 0.50761 -1.82941 -7.02865  0.1178
H -0.99289 -1.48638 -7.87658  0.1375
H -1.36069 0.42195 -6.36616  0.1308
H 0.50687 0.39527 -6.43551  0.1329
C 3.18305 -3.21182 0.83526  -0.1776
C 4.59693 -3.58224 0.41074  -0.1840
O 4.97233 -4.76581 1.09453  -0.1726
S 4.26302 -4.70207 2.57978  0.6885
O 5.07838 -3.90481 3.46653  -0.2483
O 3.80072 -5.96734 3.06159  -0.2126
O 2.93231 -3.92202 2.03937  -0.1768
H 2.40194 -3.19366 0.07479  0.1201
H 3.18995 -2.13779 1.03556  0.0810
H 5.29850 -2.74951 0.51404  0.1261
H 4.70852 -3.82382 -0.64950  0.1324
C -2.52655 -4.48343 7.55901  -0.1612
C -2.16396 -3.49408 6.41754  -0.1681
O -2.46684 -4.17696 5.20608  -0.2106
S -2.92973 -5.74046 5.42318  0.6561
O -2.12840 -6.59519 4.60129  -0.2100
O -4.34046 -5.93785 5.49065  -0.2197
O -2.32974 -5.72954 6.91387  -0.2037
H -3.55576 -4.30343 7.87211  0.1255
H -1.84157 -4.43985 8.39820  0.1319
H -1.09767 -3.31752 6.54466  0.1005
H -2.74271 -2.57713 6.48504  0.1329
C -2.30884 -4.69331 -1.82939  -0.1809
C -1.58204 -3.65139 -0.94009  -0.1771
O -1.75762 -4.17268 0.38315  -0.2114
S -2.16020 -5.75785 0.40575  0.6736
O -3.53553 -5.96307 0.77828  -0.2241
O -1.10516 -6.53959 0.98251  -0.2239
O -1.98329 -5.89989 -1.20730  -0.1893
H -2.07184 -4.65728 -2.88614  0.1235
H -3.37612 -4.50226 -1.67398  0.1149
H -2.03513 -2.66327 -0.86608  0.0895
H -0.53904 -3.46903 -1.19968  0.0999
C 2.18714 1.73345 2.56339  -0.1589
C 3.29109 2.76033 2.37224  -0.1133
O 3.98667 2.17399 1.25272  -0.2132
S 4.01981 0.53742 1.33500  0.6396
O 5.16847 0.06704 2.04855  -0.2256
O 3.69246 -0.07620 0.07378  -0.2310
O 2.80256 0.45922 2.36912  -0.2042
H 1.29974 1.85878 1.94094  0.1237
H 1.76799 1.67012 3.57013  0.1239
H 4.05557 2.82917 3.14829  0.1350
H 2.94408 3.75784 2.11768  0.1406

Atomic forces in eV per Å
C 0.2 -0.1 0.1
C -1.0 0.8 -0.1
O 0.2 -0.4 -0.1
C -0.1 -0.2 2.0
O 0.4 0.2 -1.0
O -0.1 -1.3 -0.2
C -1.9 1.1 -1.5
H 0.2 -0.2 -0.1
H 0.2 0.3 0.4
H -0.4 -0.1 -0.3
H 0.0 -0.1 -0.1
H 0.6 0.1 0.0
H 0.5 -0.5 1.4
H 0.4 0.5 0.4
H 0.6 0.3 -0.6
C -0.7 0.4 1.0
C 0.3 -1.1 -0.3
O -0.1 0.0 0.0
C -0.4 0.3 -0.5
O 0.1 0.0 0.1
O -0.2 0.8 0.4
C 0.7 -0.7 -0.4
H 0.5 0.0 -0.2
H 0.2 0.3 -0.1
H 0.1 -0.2 -0.2
H 0.3 0.4 -0.2
H -0.4 -0.3 0.3
H 0.0 -0.3 -0.1
H -0.4 -0.1 0.4
H 0.0 0.2 -0.4
C 0.6 0.5 -0.2
C 0.6 -0.7 -1.1
O 0.2 0.3 0.7
C -0.6 0.3 -0.8
O 0.1 0.1 0.2
O 0.1 0.4 0.3
C -0.6 -0.5 -0.4
H -0.2 0.3 -0.3
H 0.0 -0.3 0.0
H -0.5 0.1 0.4
H -0.1 -0.1 -0.1
H -0.4 -0.3 0.8
H 0.0 -0.1 -0.2
H 0.5 -0.3 -0.1
H 0.3 0.2 0.7
C -0.4 0.8 0.6
C 1.7 -0.3 -0.5
O -0.3 -0.3 0.9
C -0.2 1.7 -1.3
O 0.1 -0.6 0.5
O -0.4 -1.3 -0.1
C 0.1 0.1 0.9
H -0.4 -0.1 -0.2
H 0.0 0.1 0.0
H 0.1 -0.3 -0.1
H -0.2 0.3 -0.2
H -0.4 -0.4 0.2
H 0.2 0.4 -0.4
H -0.3 0.0 -0.4
H 0.2 0.0 0.2
C -0.9 0.1 0.6
C 1.2 0.2 1.1
O -0.2 -0.6 0.0
C -0.2 1.6 0.1
O -0.1 -0.2 -0.1
O 0.5 -1.1 -0.6
C -0.6 0.4 -0.1
H 0.1 0.4 -0.1
H 0.0 -0.3 -0.2
H 0.4 0.2 -0.4
H -0.2 -0.1 -0.3
H -0.4 -0.3 -0.6
H 0.3 0.2 0.3
H 0.0 -0.2 0.3
H 0.0 -0.1 0.1
C 0.4 0.7 0.8
C -0.4 1.6 -1.2
O -0.8 -0.2 0.5
C 1.7 -0.2 -0.6
O -0.6 0.4 0.4
O -0.6 -0.8 0.5
C 1.0 0.5 1.2
H -0.3 -0.2 -0.1
H 0.4 -0.2 -0.1
H -0.4 -0.4 -0.2
H 0.3 -0.9 -0.3
H 0.4 -0.4 0.8
H -0.5 -0.1 -0.5
H -0.5 0.1 -0.3
H 0.1 0.1 -0.7
C 0.2 -0.1 -0.6
C 1.0 0.7 0.3
O -1.4 -0.6 0.7
S 2.2 0.5 -0.3
O 1.4 0.0 0.6
O 0.0 0.7 0.0
O -2.3 -0.9 -1.0
H 0.0 0.0 0.4
H 0.1 0.1 0.3
H -0.4 0.3 -0.2
H -0.8 -0.6 -0.2
C 0.8 -0.8 2.0
C 0.8 -0.1 -0.1
O -1.5 0.9 0.1
S 0.5 -1.2 0.1
O 1.1 -1.0 -0.1
O 0.6 0.3 0.2
O -1.2 1.5 -1.0
H 0.0 0.1 -0.5
H -0.4 0.2 -0.4
H -0.2 0.2 -0.2
H -0.3 -0.1 -0.1
C 1.3 0.7 -0.3
C -2.1 -0.3 0.1
O 0.3 -1.0 1.2
S 0.8 1.5 -0.9
O 0.9 -0.8 -0.5
O 0.0 0.1 -0.8
O -1.1 -0.6 1.5
H -0.2 -0.7 0.2
H -0.2 0.2 0.1
H 0.6 0.6 -0.8
H -0.1 0.2 0.2
C 0.5 2.1 -0.1
C 0.5 0.2 -1.9
O -0.5 -0.3 2.0
S -0.6 -0.2 -0.2
O -0.8 -0.3 -1.1
O 0.7 0.8 -0.8
O 0.6 -0.6 0.5
H -0.2 -1.4 0.2
H 0.1 -0.1 0.5
H 0.0 -0.2 0.8
H -0.5 -0.2 0.1
C -0.3 0.8 -1.0
C 0.1 -0.5 1.4
O -0.8 -0.7 -0.8
S 1.5 0.2 0.6
O -0.7 1.0 0.7
O 0.4 0.7 -0.2
O -0.3 -1.3 0.2
H -0.1 -0.5 0.1
H 0.0 0.0 0.0
H 0.1 0.3 -0.8
H 0.1 0.1 -0.2
C -0.9 2.1 1.0
C -0.4 0.3 -0.5
O -0.2 -1.3 1.0
S 0.8 -0.1 -1.1
O 1.4 0.6 -0.2
O -1.1 0.8 -0.2
O 0.2 -1.5 0.8
H 0.3 -0.3 0.1
H 0.0 -0.1 -0.4
H -0.3 -0.3 -0.6
H 0.1 -0.6 0.3
C -1.0 0.3 1.5
C 0.3 -0.8 -0.1
O 0.7 -1.1 -1.5
S -0.5 0.4 0.8
O -0.2 0.4 -0.6
O 0.3 1.2 0.9
O 0.5 -0.3 -0.9
H 0.5 0.1 -0.5
H 0.4 0.3 0.1
H -0.5 -0.1 0.5
H -0.1 -0.1 -0.3